The following is a quantum chemistry calculation of C43H56BBrInN9O6PS4Se as an isolated structure, from the OMol25 dataset.

## Properties
energy above the lowest of the compared OMol25 structures with the same formula, charge and spin	54.1	kJ/mol
calculated total energy	-265062.664	eV
E_LUMO	-2.714	eV

Structure (ORCA input):
```
! wB97M-V def2-TZVPD RIJCOSX def2/J DEFGRID3
* xyz 1 1
In 2.6102 -1.9553 -0.8847
C 0.7358 4.7715 1.5783
C -0.2683 3.7245 1.1837
C -1.5810 3.9592 1.2962
C -2.5676 2.9115 1.1450
N -2.2274 1.7049 0.8623
N -0.9016 1.4756 0.6251
B -0.3459 0.1462 0.1653
N -0.1297 -0.7586 1.5122
N -1.3767 -0.9210 1.9432
C -1.6123 -1.5442 3.0643
C -0.5477 -1.9470 3.8905
C 0.7349 -1.7911 3.4579
C 1.8909 -2.2171 4.3086
C 0.9320 -1.2439 2.1582
S 2.5435 -1.3035 1.5431
C -3.0785 -1.7736 3.3792
C -3.7565 -0.4099 3.4465
C -3.2769 -2.5218 4.6953
C -3.6729 -2.5931 2.2283
N -1.2769 -0.6952 -0.7484
N -2.0998 0.1174 -1.4140
C -2.8602 -0.3830 -2.3400
C -2.8732 -1.7722 -2.5919
C -2.0276 -2.5999 -1.9235
C -1.9751 -4.0669 -2.2009
C -1.1290 -1.9977 -0.9965
S 0.1206 -2.9515 -0.2850
C -3.7180 0.5763 -3.1388
C -5.1834 0.3547 -2.7444
C -3.5364 0.2916 -4.6352
C -3.3068 2.0135 -2.8473
C 0.1288 2.3523 0.8639
S 1.5877 1.8363 2.2302
C -4.0338 3.2847 1.3138
C -4.9569 2.0869 1.1100
C -4.2543 3.8532 2.7224
C -4.3766 4.3660 0.2781
H 0.5227 5.7118 1.0724
H 1.7627 4.4755 1.3866
H 0.6645 4.9410 2.6536
H -1.9152 4.9493 1.5738
H -0.7393 -2.3957 4.8506
H 1.5315 -2.5966 5.2612
H 2.5625 -1.3791 4.4924
H 2.4812 -2.9882 3.8150
H -3.3714 0.1809 4.2775
H -4.8301 -0.5301 3.5844
H -3.5708 0.1325 2.5240
H -2.8915 -1.9611 5.5459
H -2.8068 -3.5048 4.6851
H -4.3418 -2.6726 4.8621
H -3.5964 -2.0464 1.2891
H -4.7231 -2.7982 2.4261
H -3.1559 -3.5447 2.1153
H -3.5323 -2.1738 -3.3480
H -2.7597 -4.3418 -2.8999
H -2.0918 -4.6444 -1.2854
H -1.0067 -4.3336 -2.6247
H -5.5089 -0.6532 -3.0004
H -5.8239 1.0547 -3.2773
H -5.3373 0.4965 -1.6716
H -4.0001 -0.6449 -4.9409
H -2.4816 0.2593 -4.9090
H -4.0069 1.0867 -5.2116
H -3.2654 2.2064 -1.7777
H -4.0222 2.6948 -3.3053
H -2.3202 2.2258 -3.2597
H -4.8672 1.3769 1.9243
H -4.7318 1.5608 0.1792
H -5.9898 2.4310 1.0778
H -3.8888 3.1663 3.4852
H -5.3204 4.0017 2.8897
H -3.7675 4.8157 2.8673
H -4.2204 4.0083 -0.7377
H -3.7771 5.2643 0.4157
H -5.4225 4.6515 0.3794
C 5.1740 0.7889 1.8036
O 5.3834 0.7202 0.3925
P 5.0615 -0.5703 -0.4932
O 5.8328 -0.1638 -1.8204
C 5.5082 0.9961 -2.5946
O 5.9753 -1.7307 0.1091
C 7.4036 -1.6062 0.1940
H 5.9190 1.4837 2.1863
H 5.3115 -0.1899 2.2631
H 4.1711 1.1563 2.0099
H 4.5908 0.8173 -3.1524
H 6.3422 1.1412 -3.2763
H 5.4099 1.8602 -1.9400
H 7.7409 -2.3789 0.8803
H 7.6817 -0.6231 0.5715
H 7.8362 -1.7607 -0.7930
O 2.4021 2.0504 0.7276
C 1.3051 2.0013 -0.1114
N 0.9330 0.6195 -0.5637
S 1.2096 0.4862 -2.1721
O 0.2522 -0.2844 -2.8944
O 2.6005 0.0286 -2.2838
C 1.2206 2.1678 -2.5397
C 1.2128 2.7281 -3.8008
C 1.4882 4.0854 -3.8761
C 1.8106 4.7953 -2.7232
C 1.8153 4.1943 -1.4697
C 1.4732 2.8543 -1.3677
H 1.0276 2.1294 -4.6808
H 1.4840 4.5825 -4.8340
H 2.0674 5.8415 -2.8031
H 2.0940 4.7682 -0.6059
Br 5.3841 -3.6078 -2.5238
C 4.7290 -4.4917 -1.0037
C 5.2332 -5.7496 -0.7113
C 4.7222 -6.4261 0.3791
C 3.7295 -5.8254 1.1395
C 3.2968 -4.5692 0.7743
N 3.7892 -3.9051 -0.2787
H 5.9985 -6.1790 -1.3384
H 5.0903 -7.4107 0.6263
H 3.2961 -6.3172 1.9957
H 2.5386 -4.0462 1.3414
Se 2.0110 -3.2837 -3.0701
C 3.0171 -2.3239 -4.2837
N 3.6523 -1.7153 -5.0235
*
```

These are the Löwdin partial charges, in e, on atoms 1 to 4: 0.234 -0.060 -0.212 0.053

***

The following is a quantum chemistry calculation of a 7-piece molecular cluster, C43H59F18N5O16S overall in a non-equilibrium geometry, from the OMol25 dataset.

## Properties
SMILES string	[H]/N=C(/C)C[C@@](C#N)(CCCCOC)[C@](C#N)(CCSc1nnco1)OC[C@H](C)O.CCOC(=O)C(F)(F)F.CCOC(=O)C(F)(F)F.CCOC(=O)C(F)(F)F.CCOC(=O)C(F)(F)F.CCOC(=O)C(F)(F)F.CCOC(=O)C(F)(F)F
calculated total energy	-145491.728	eV
E_LUMO	-0.213	eV

Structure (ORCA input):
```
! wB97M-V def2-TZVPD RIJCOSX def2/J DEFGRID3
* xyz 0 1
C 7.2375 -3.0971 1.8870
O 6.2678 -2.4875 0.9615
C 6.4809 -1.0042 0.8799
C 5.5505 -0.1809 1.9756
C 4.4896 0.7244 1.0585
C 3.3626 -0.3041 0.5006
C 1.7840 0.1259 0.8505
C 1.6484 1.6837 0.3309
N 1.2498 2.8762 -0.0408
C 1.7710 0.2209 2.5207
C 0.2939 0.5102 3.1632
C -0.2548 2.0902 3.1570
N -0.5426 -0.4108 3.7438
C 0.6806 -0.9146 0.2369
C 0.7926 -2.2776 1.2095
N 0.9139 -3.2989 2.0261
C 1.0725 -1.5153 -1.2747
C 0.0462 -2.7742 -1.6815
S 0.9314 -4.4332 -1.7897
C 0.1048 -5.7357 -0.7252
N -0.1123 -7.2422 -0.9733
N -0.7433 -7.8981 0.0867
C -1.0355 -6.8934 1.1806
O -0.5008 -5.6348 0.6207
O -0.7194 -0.5169 0.3315
C -1.2099 0.3110 -0.7608
C -2.3846 -0.4214 -1.7007
C -1.8443 -0.2405 -3.2637
O -3.6374 0.3636 -1.6156
H 8.3011 -2.6040 1.8480
H 6.7364 -3.0557 2.9660
H 7.3867 -4.2235 1.5382
H 6.2152 -0.7274 -0.2503
H 7.6005 -0.6977 1.0434
H 4.8990 -1.0155 2.5216
H 6.1678 0.4681 2.7313
H 4.1104 1.6745 1.6174
H 5.1245 1.1216 0.1290
H 3.4890 -1.4198 0.9059
H 3.5445 -0.3966 -0.6760
H 2.2492 -0.7518 3.0218
H 2.4598 1.1134 2.9166
H -1.1696 2.2527 2.4439
H -0.5139 2.3792 4.2828
H 0.6723 2.7859 2.8718
H -0.0594 -1.3345 3.7010
H 2.1443 -2.0132 -1.3005
H 1.0840 -0.6620 -2.0761
H -0.3552 -2.5500 -2.7777
H -0.8787 -2.8551 -0.9693
H -1.5571 -7.0675 2.2283
H -1.7967 1.2185 -0.2488
H -0.3781 0.8406 -1.4160
H -2.5664 -1.5361 -1.3943
H -0.6671 -0.3750 -3.3436
H -2.0743 0.8292 -3.6994
H -2.3408 -1.0340 -4.0014
H -3.9153 0.6543 -2.5385
C 3.1679 5.1259 -0.7394
C 3.4790 5.7421 -2.0909
O 4.8269 6.2353 -2.1215
C 5.8033 5.3081 -2.3798
O 5.5804 4.1159 -2.5743
C 7.1774 5.9740 -2.4343
F 7.3759 6.8585 -1.4146
F 7.3607 6.6781 -3.5882
F 8.2059 5.0822 -2.3655
H 3.3731 5.8391 0.0655
H 2.1187 4.8219 -0.6848
H 3.7932 4.2472 -0.5526
H 2.8216 6.6013 -2.2614
H 3.3017 5.0342 -2.9086
C -3.2582 -11.3648 2.6867
C -2.2319 -10.3562 3.1690
O -2.5738 -9.8761 4.4780
C -2.2038 -10.6744 5.5295
O -1.6175 -11.7462 5.4016
C -2.5808 -10.0228 6.8591
F -3.8416 -9.5014 6.8524
F -1.7463 -8.9926 7.1802
F -2.5367 -10.8897 7.9099
H -4.2659 -10.9390 2.7286
H -3.0455 -11.6722 1.6589
H -3.2634 -12.2569 3.3209
H -2.2307 -9.4878 2.5016
H -1.2183 -10.7729 3.1563
C 9.9952 1.7646 -2.0902
C 10.6651 0.6755 -2.9078
O 11.2256 -0.3278 -2.0474
C 10.3560 -1.2828 -1.5874
O 9.1604 -1.3113 -1.8674
C 11.0909 -2.3118 -0.7297
F 11.9542 -1.7388 0.1579
F 11.8364 -3.1697 -1.4839
F 10.2498 -3.0884 0.0102
H 10.6941 2.1813 -1.3578
H 9.6379 2.5703 -2.7378
H 9.1437 1.3689 -1.5278
H 11.4951 1.1050 -3.4790
H 9.9733 0.2297 -3.6315
C -4.9827 4.5483 -2.0223
C -4.6715 5.1644 -3.3738
O -3.3236 5.6577 -3.4045
C -2.3472 4.7305 -3.6627
O -2.5701 3.5383 -3.8572
C -0.9732 5.3963 -3.7173
F -0.7746 6.2809 -2.6976
F -0.7899 6.1005 -4.8711
F 0.0553 4.5046 -3.6485
H -4.7775 5.2614 -1.2175
H -6.0319 4.2443 -1.9678
H -4.3574 3.6695 -1.8355
H -5.3290 6.0237 -3.5443
H -4.8489 4.4565 -4.1915
C -7.4383 6.5078 3.0691
C -8.7449 6.5151 2.2970
O -8.6099 7.2730 1.0853
C -8.0474 6.6158 0.0216
O -7.6642 5.4495 0.0630
C -8.0117 7.5178 -1.2110
F -7.5816 8.7814 -0.9279
F -9.2430 7.6554 -1.7818
F -7.1882 7.0500 -2.1913
H -7.0917 7.5306 3.2492
H -7.5595 6.0001 4.0302
H -6.6496 5.9994 2.5058
H -9.5204 7.0058 2.8948
H -9.0960 5.4984 2.0867
C -5.9491 -2.9214 -0.4278
C -6.2112 -1.4267 -0.4444
O -7.4664 -1.1422 -1.0804
C -8.5838 -1.2748 -0.2971
O -8.5560 -1.6189 0.8817
C -9.8389 -0.8938 -1.0806
F -9.8596 -1.4274 -2.3361
F -9.9537 0.4561 -1.2404
F -10.9901 -1.3046 -0.4773
H -6.0110 -3.3346 -1.4397
H -4.9585 -3.1362 -0.0170
H -6.6958 -3.4466 0.1762
H -5.4352 -0.9257 -1.0330
H -6.1765 -0.9988 0.5640
*
```

These are the Löwdin partial charges, in e, on atoms 1 to 4: -0.124 -0.272 -0.200 -0.149

***

The following is a quantum chemistry calculation of C43H59InN4O8P3 as an isolated structure in a non-equilibrium geometry, from the OMol25 dataset.

## Properties
energy above the lowest of the compared OMol25 structures with the same formula, charge and spin	0.0	kJ/mol
calculated total energy	-100928.898	eV
E_LUMO	-1.606	eV

Structure (ORCA input):
```
! wB97M-V def2-TZVPD RIJCOSX def2/J DEFGRID3
* xyz 1 1
In -2.8615 -11.8483 -18.3047
O -2.7912 -12.3210 -20.4204
N -2.4845 -13.5088 -20.9636
N -2.1205 -14.4223 -20.1584
O -4.6336 -13.3133 -18.3139
C -2.1755 -15.6930 -20.7607
C -1.3668 -16.7580 -20.2342
C -1.2306 -17.9188 -20.9595
C -1.8478 -17.9951 -22.2461
C -2.8015 -17.0785 -22.6636
C -3.0171 -15.9515 -21.9042
H -0.6807 -16.5196 -19.3697
H -0.5862 -18.7115 -20.6518
H -1.5518 -18.7676 -22.9237
H -3.3080 -17.2735 -23.5808
H -3.7151 -15.1813 -22.1664
C 2.7246 -12.8676 -15.9143
C 2.6604 -11.6667 -16.8340
C 3.2340 -10.3820 -16.2686
O 1.2261 -11.5454 -17.1678
P 0.6747 -10.8813 -18.5009
O -0.7611 -11.3099 -18.6816
C 0.7494 -9.0983 -18.3282
P -0.8272 -8.3120 -17.8745
O -1.4024 -8.7872 -16.5680
O -0.4642 -6.7656 -17.8877
C -0.6308 -5.7276 -16.8568
C 0.5675 -5.8087 -15.9711
C -1.9634 -5.8676 -16.2260
O -1.7157 -8.5606 -19.1499
C -1.5503 -7.7598 -20.4178
C -2.8077 -6.9811 -20.5431
C -1.3878 -8.8400 -21.4934
O 1.4935 -11.2639 -19.8055
C 2.7364 -11.8547 -20.3739
C 2.8889 -11.1831 -21.7399
C 2.5727 -13.3659 -20.5074
H 3.7159 -12.9639 -15.5551
H 2.4354 -13.7655 -16.4058
H 2.0790 -12.7812 -15.0508
H 3.2541 -11.9766 -17.7272
H 2.5163 -9.9521 -15.5386
H 3.5150 -9.6296 -17.0186
H 4.1250 -10.5152 -15.7201
H 1.1143 -8.6166 -19.2365
H 1.4373 -8.8490 -17.5166
H -0.5786 -4.8219 -17.4903
H 0.4607 -6.6299 -15.2042
H 0.7378 -4.8438 -15.5055
H 1.4644 -6.0851 -16.5348
H -1.9483 -6.7029 -15.4978
H -2.8234 -5.9978 -16.9109
H -2.1461 -4.9673 -15.6246
H -0.6703 -7.1138 -20.3038
H -3.6066 -7.6863 -20.8056
H -2.7606 -6.1935 -21.3229
H -3.1634 -6.5169 -19.6408
H -2.3311 -9.4248 -21.5249
H -0.6275 -9.5883 -21.3072
H -1.2311 -8.3988 -22.4581
H 3.5309 -11.6053 -19.6770
H 1.9801 -11.1819 -22.3548
H 3.6602 -11.7801 -22.2536
H 3.1337 -10.1146 -21.6148
H 1.6721 -13.5766 -21.0639
H 2.4645 -13.8030 -19.5108
H 3.4033 -13.7770 -21.0704
C -6.2130 -13.3401 -21.1520
C -7.2243 -13.9692 -20.2228
C -8.2802 -14.6395 -20.9045
C -9.3841 -15.0943 -20.2026
C -9.3715 -15.0234 -18.8123
C -8.3006 -14.4225 -18.1416
C -7.2391 -13.8694 -18.8515
P -6.0785 -12.8450 -17.9224
C -6.3560 -13.2402 -16.1903
C -6.8292 -12.2591 -15.3086
C -7.0470 -12.5593 -13.9983
C -6.8109 -13.8489 -13.5290
C -6.2997 -14.8434 -14.3406
C -6.1640 -14.5584 -15.7183
C -5.7174 -15.7184 -16.5344
C -6.4811 -11.1758 -18.3192
C -7.7155 -10.8252 -18.8594
C -7.9193 -9.5888 -19.4279
C -6.9162 -8.5686 -19.3349
C -5.6900 -8.9126 -18.7916
C -5.4448 -10.1753 -18.2216
C -4.2040 -10.3739 -17.4830
H -6.2251 -14.0340 -22.0022
H -5.2265 -13.2027 -20.7312
H -6.5564 -12.4268 -21.5903
H -8.2159 -14.6784 -21.9897
H -10.1534 -15.6648 -20.6860
H -10.2701 -15.3534 -18.2819
H -8.3570 -14.3424 -17.0301
H -7.0389 -11.2413 -15.6612
H -7.5358 -11.8740 -13.2954
H -6.9506 -13.9914 -12.4532
H -6.0645 -15.8486 -13.9883
H -5.2875 -16.4977 -15.9190
H -5.0593 -15.4806 -17.4153
H -6.6382 -16.2193 -16.9682
H -8.6152 -11.4981 -18.7873
H -8.8765 -9.3696 -19.9380
H -7.0663 -7.5490 -19.7649
H -4.7933 -8.2609 -18.6839
H -4.3088 -10.8062 -16.4748
H -3.6222 -9.4291 -17.3479
N -1.4826 -14.9813 -15.6673
C -1.0865 -13.8994 -14.8787
C -1.4354 -12.7834 -15.6214
N -1.9681 -13.1919 -16.8542
C -1.9842 -14.5401 -16.8490
H -1.3572 -15.9434 -15.3740
H -0.6998 -14.1310 -13.8722
H -1.2920 -11.7232 -15.4078
H -2.3407 -15.1118 -17.6513
*
```

These are the Löwdin partial charges, in e, on atoms 1 to 4: 0.866 -0.268 -0.073 0.035

***

Calculated highest occupied orbital energy in order - -10.1; -8.9; -9.6 eV